12
Properties=species:S:1:pos:R:3:lowdin_charge:R:1 method="wB97M-V/def2-TZVPD" smiles="N/C=C/C=N/O" multiplicity=1 energy_ev=-8232.9619 orbital_gap_ev=8.6 largest_force_ha_per_bohr=0.0942 de_lowest_kj_mol=360.5
O 3.5168 -0.1286 0.0422 -0.108
N -2.5419 -0.3080 0.1495 0.048
N 2.2559 -0.6128 -0.0370 -0.086
C -1.3050 0.2770 -0.1069 -0.202
C -0.1130 -0.3830 -0.1142 -0.151
C 1.1936 0.1933 -0.0923 -0.191
H 1.1929 1.3179 -0.1716 0.127
H 3.3745 0.8289 0.5145 0.157
H -3.3524 0.2520 0.0583 0.066
H -1.3099 1.3758 -0.0947 0.116
H -0.1648 -1.5275 -0.1335 0.131
H -2.7468 -1.2851 -0.0142 0.094